(1)
Formula: C4H11NO2
Source: the Open Molecules 2025 dataset
Level of theory: ωB97M-V with the def2-TZVPD basis set

Structure (XYZ):
```
18
C4H11NO2 (ωB97M-V with the def2-TZVPD basis set)
H -1.578 0.357 1.909
H 0.124 0.485 1.661
O -1.986 0.701 -0.747
N 0.399 0.357 -0.811
C -0.859 0.543 -0.145
C 0.180 -0.364 -2.102
H -1.840 -1.934 1.716
H -0.123 -1.869 2.320
O 2.824 0.609 0.823
H 0.624 0.167 -2.884
H 2.932 1.276 1.502
C -0.759 -0.050 1.299
H -0.374 -2.055 0.476
H 0.770 -1.214 -2.140
H 1.169 0.058 -0.265
C -0.802 -1.581 1.437
H 3.113 0.995 0.040
H -0.862 -0.529 -2.196
```

The value obtained for the maximum force is 0.10051 hartree/bohr. Its LUMO energy is 0.54 eV. Its charge is 0. The calculation puts the energy above the lowest of the compared OMol25 structures with the same formula, charge and spin at 41.3 kcal/mol. Its HOMO-LUMO gap is 9.90 eV. Its total energy is -364.202322 a.u.

---

(2)
Formula: C31H45BN13O4
Source: the Open Molecules 2025 dataset
Level of theory: ωB97M-V with the def2-TZVPD basis set

Structure (XYZ):
```
94
C31H45BN13O4 (ωB97M-V with the def2-TZVPD basis set)
H -2.505 4.407 -4.200
H -0.093 -5.083 5.372
N -3.107 -0.236 -0.295
C 3.956 -3.190 4.594
H -3.414 4.854 -5.639
C -1.122 -2.573 1.246
H -6.365 0.109 0.228
C 4.059 6.405 -0.070
H -4.205 -2.574 -5.161
C 0.855 1.938 -1.630
C 6.401 -3.861 7.087
H 3.015 -2.016 -4.191
C 4.484 -6.077 1.344
H -8.534 1.266 -6.535
C -3.977 -3.144 -4.257
H 6.399 -4.757 9.015
C -3.000 0.256 -1.667
C 5.355 -5.500 2.372
H 3.494 -2.294 -2.521
H 2.817 -0.740 -2.995
N 7.027 7.501 2.046
H 4.738 7.049 0.495
C -7.332 2.488 -7.794
H -3.954 -0.742 0.036
N 6.563 -2.957 6.392
C -0.223 -5.649 4.446
O 1.695 1.259 -2.288
N -4.529 2.005 -4.743
H -1.293 -5.663 4.222
C -1.999 -0.003 0.607
O -2.362 0.300 3.257
C -0.525 1.233 -1.253
H 7.471 4.943 3.897
H 4.869 -2.980 5.161
H -6.856 0.750 -6.664
H -1.629 -2.720 0.217
H -2.058 3.740 -5.767
H -0.708 5.054 -1.452
C -0.677 0.716 0.222
H -7.271 2.158 -5.694
N -5.042 -2.047 -2.132
H -0.844 -3.649 1.601
H 6.924 4.327 2.343
C -2.907 4.024 -5.141
C 0.552 -5.069 3.346
H -0.127 -1.999 1.149
H 5.168 -5.379 7.921
C -8.237 0.968 -0.303
N 1.920 -3.650 6.175
C -3.815 2.893 -4.919
H 5.758 4.960 3.498
C -1.727 0.995 -2.214
H 0.131 0.846 1.014
H 3.042 6.647 0.250
H 4.165 -4.045 3.950
N 0.332 -2.695 -2.607
H 3.981 -5.301 0.762
C 2.818 -3.447 5.479
H 0.078 -6.679 4.651
C 4.366 4.985 0.132
C -6.902 0.473 -0.652
H -2.888 -3.203 -4.176
H -6.953 -0.354 -1.365
H -4.347 -4.160 -4.412
N 1.162 -4.612 2.480
N 6.040 -5.047 3.181
H 4.143 6.690 -1.122
H -1.667 1.366 -3.300
C 6.759 5.111 3.086
C 6.196 -5.012 7.972
H -2.387 5.564 -1.311
C 2.739 -1.819 -3.152
N -9.285 1.357 -0.028
H -3.935 0.065 -2.319
H 1.935 3.258 -0.622
N -1.068 7.463 -3.505
O -2.017 -2.031 2.269
H -6.289 1.256 -1.106
O 1.091 3.275 -1.171
N 4.608 3.865 0.290
H 5.046 -6.697 0.641
H -1.523 0.721 3.559
C -1.197 6.789 -2.580
C -7.506 1.628 -6.620
H 6.852 -5.844 7.707
C 6.909 6.449 2.504
C 1.392 -2.311 -2.847
H -1.122 6.461 -0.479
N -7.195 3.164 -8.716
B -2.138 -0.585 2.145
H 3.707 -6.707 1.783
C -4.573 -2.530 -3.068
H 3.774 -2.331 3.943
C -1.361 5.929 -1.404
```

The value obtained for the maximum force is 0.11018 hartree/bohr. Its LUMO energy is -5.01 eV. Its charge is +1. Its HOMO-LUMO gap is 7.81 eV. Its total energy is -2245.464282 a.u.

---

(3)
Formula: C34H32N19O4RbSeTe
Source: the Open Molecules 2025 dataset
Level of theory: ωB97M-V with the def2-TZVPD basis set

Structure (XYZ):
```
92
C34H32N19O4RbSeTe (ωB97M-V with the def2-TZVPD basis set)
C 4.637 0.790 3.096
C -0.952 -4.195 -2.302
H 0.997 -0.977 3.695
C -2.609 0.037 -6.018
H -1.493 -2.229 4.893
O -5.597 1.969 -5.986
C 2.546 1.759 2.575
N -1.797 -1.814 4.026
H -3.856 -6.613 -3.131
N 5.571 -1.222 -5.071
N -0.625 -3.603 2.931
H -2.525 -0.142 -7.080
H 3.358 -0.204 1.053
N -4.676 1.308 -6.442
H 3.104 -1.948 4.208
H 2.462 -2.198 -0.558
C 3.817 -0.701 -3.241
H -4.323 -4.420 -2.096
C 4.788 -0.984 -4.260
N -0.265 -3.836 1.674
N -2.112 0.394 3.090
N -1.835 1.521 4.922
H 0.112 5.837 0.196
O -4.536 1.080 -7.633
C 2.972 -0.515 2.025
Se 4.345 1.777 -1.020
O -0.876 -0.863 -3.032
C -2.267 -3.827 -2.014
H -3.896 1.637 -1.703
C -1.690 -0.465 -5.141
C 3.543 -0.950 4.287
C -1.253 -2.413 2.907
C -2.995 1.025 -1.896
C -3.303 -4.707 -2.324
C 1.441 0.019 3.773
C -1.894 -0.416 4.112
H -4.608 1.669 -3.822
H 5.467 0.773 3.809
H 1.015 1.015 -2.708
N 2.517 -0.023 4.769
C -3.793 1.054 -4.180
C -2.532 -2.491 -1.383
H 3.925 1.298 5.570
C 2.020 4.839 0.054
H -1.129 4.046 -0.998
H -0.851 -1.056 -5.484
C -2.857 0.555 -3.273
Rb -0.556 1.259 1.072
H 0.329 -5.717 -3.096
C -3.041 -5.937 -2.903
N 4.084 -0.566 2.984
N 1.606 -0.615 -1.573
H 1.784 2.475 2.900
C 3.806 -1.474 -2.035
C -0.063 3.978 -0.817
C 0.639 4.959 -0.162
N -1.729 0.228 5.263
C 1.948 0.583 -2.347
H 4.593 -2.171 -1.791
N 0.552 2.839 -1.262
C 2.694 3.696 -0.404
N 3.639 1.761 3.553
H -3.137 -1.852 -2.026
H 0.670 0.715 4.114
H 2.780 0.738 -4.430
N 3.989 3.423 -0.257
H 2.573 5.613 0.572
N 1.930 0.427 2.448
H 2.531 -1.512 1.941
C -3.680 0.789 -5.524
H 4.359 -0.980 5.015
H 0.917 -3.691 -1.334
C 2.851 0.221 -3.483
C 1.839 2.730 -1.073
H 2.346 2.017 5.177
C 3.110 1.313 4.839
C 0.172 -3.249 -1.994
H 2.942 2.079 1.609
C 2.623 -1.443 -1.329
N 2.537 1.609 -1.497
C -0.695 -5.435 -2.882
H 0.673 -2.860 -2.881
H -1.517 -7.266 -3.631
N -1.289 -1.904 1.685
H -3.009 -2.562 -0.405
N -2.047 1.627 3.645
C -1.783 -0.262 -3.738
O -2.183 0.837 -1.019
H 5.005 1.102 2.117
C -1.731 -6.303 -3.182
Te -0.622 -1.548 -1.039
N -0.655 -2.833 0.950
```

The value obtained for the maximum force is 0.01270 hartree/bohr. Its LUMO energy is 2.79 eV. Its charge is -2. The calculation puts the energy above the lowest of the compared OMol25 structures with the same formula, charge and spin at 51.2 kcal/mol. Its HOMO-LUMO gap is 3.52 eV. Its total energy is -5349.598748 a.u.

---

(4)
Formula: C15H56N10O13
Source: the Open Molecules 2025 dataset
Level of theory: ωB97M-V with the def2-TZVPD basis set

Structure (XYZ):
```
94
C15H56N10O13 (ωB97M-V with the def2-TZVPD basis set)
H 0.021 -2.748 -2.911
H -0.932 -0.488 -2.328
H 4.097 -1.332 2.115
H 0.598 5.547 -0.302
H 0.806 0.180 0.654
H -4.256 -0.429 -0.339
C 2.167 1.589 3.433
H -3.811 3.393 0.191
H -2.357 2.784 -0.073
H -3.398 -4.227 0.716
H -2.022 2.811 3.769
H -1.392 -3.906 2.729
H 0.063 4.131 0.641
H 1.173 3.301 -1.525
H -3.829 -3.092 1.913
C -1.021 0.173 -0.411
H -1.609 -0.948 -4.519
H 1.083 -0.420 -2.114
N -3.537 -3.228 0.935
H -1.885 -3.077 0.453
H -1.585 -0.201 0.408
O 4.666 1.961 0.614
O -3.535 1.800 1.278
O 2.572 -2.319 -1.861
O -1.220 0.831 3.408
C 3.427 -2.066 1.575
H 0.208 1.750 0.761
N 2.361 2.873 3.430
O -4.148 -2.822 -1.312
H -0.706 -2.167 -0.416
H 0.961 1.190 -0.638
N -2.495 1.044 -3.559
H 0.052 -2.241 2.823
H -3.029 0.145 -3.550
N 2.066 -0.129 -2.334
H -0.983 4.610 -2.652
H 4.442 0.157 -2.974
H 2.391 -0.031 2.323
C -1.120 2.235 3.631
H -1.844 0.765 2.707
O 1.542 0.974 4.450
C -0.975 -2.167 3.214
O 2.071 -1.676 1.770
H -4.189 1.395 0.739
C 2.926 -1.094 -2.291
C -1.267 0.917 -3.858
H -1.541 -3.621 -1.615
H 5.098 2.838 0.618
H -0.516 2.349 4.527
H 4.712 -1.557 -2.732
H 3.176 1.364 1.687
H -1.118 5.002 -0.323
C -3.909 -2.385 0.008
C -3.060 2.922 0.676
H 3.584 -1.960 0.514
H 0.020 -0.328 -4.637
N -0.899 -0.237 -4.194
O -0.617 -0.787 -1.449
C 0.181 3.697 -1.417
H -0.533 2.616 2.830
H 1.694 3.458 4.001
N 1.185 -3.718 0.079
H -0.614 -3.631 -4.340
H -2.604 3.568 1.445
H 1.944 -4.340 0.326
O -1.679 -3.780 -2.589
H 2.811 2.608 -0.001
H -1.721 0.925 -0.846
H 2.155 0.830 -2.541
H 3.983 2.230 -1.250
H 3.631 -3.058 1.871
O -0.287 1.926 -3.788
C 3.587 1.925 -0.307
H 3.140 0.947 -0.337
H -2.895 1.859 -3.160
H 0.174 -4.463 -3.104
H -0.538 2.932 -1.453
C 0.282 0.881 0.094
H -3.900 -0.805 1.331
O -0.027 4.488 -2.555
O -1.679 -3.330 3.427
N 4.113 -0.750 -2.545
H 2.717 3.366 2.613
N -4.041 -1.157 0.365
C -0.025 -3.874 0.548
H -1.003 -1.660 4.174
C -0.063 4.656 -0.291
O -0.274 -4.936 1.524
N 2.656 0.941 2.437
N -0.919 -3.080 0.027
H 1.690 -2.230 1.145
H -1.556 -1.610 2.515
C -0.464 -3.643 -3.290
H 1.397 -3.137 -0.732
```

The value obtained for the maximum force is 0.22992 hartree/bohr. Its LUMO energy is -0.50 eV. Its charge is 0. The calculation puts the energy above the lowest of the compared OMol25 structures with the same formula, charge and spin at 183.0 kcal/mol. Its HOMO-LUMO gap is 8.10 eV. Its total energy is -2130.601551 a.u.

---

(5)
Formula: C2H7ISi
Source: the Open Molecules 2025 dataset
Level of theory: ωB97M-V with the def2-TZVPD basis set

Structure (XYZ):
```
11
C2H7ISi (ωB97M-V with the def2-TZVPD basis set)
H 1.655 1.422 0.140
C -1.270 0.568 0.129
C -0.164 -0.661 0.071
H -0.472 -1.326 -0.730
H 1.969 -0.175 -1.606
H -0.253 -1.204 1.009
I -3.269 -0.202 0.342
H 2.508 -0.760 0.664
Si 1.603 -0.002 -0.198
H -1.070 1.214 0.979
H -1.236 1.127 -0.800
```

The value obtained for the maximum force is 0.10489 hartree/bohr. Its LUMO energy (spin up / spin down) is 0.86 / -3.53 eV. Its charge is 0. The calculation puts the energy above the lowest of the compared OMol25 structures with the same formula, charge and spin at 36.7 kcal/mol. Its HOMO-LUMO gap (spin up / spin down) is 5.95 / 6.35 eV. As for the multiplicity: 3. Its total energy is -667.389803 a.u. Its expectation value of S² is 2.0054.

---

(6)
Formula: C4H32BO24
Source: the Open Molecules 2025 dataset
Level of theory: ωB97M-V with the def2-TZVPD basis set

Structure (XYZ):
```
61
C4H32BO24 (ωB97M-V with the def2-TZVPD basis set)
H 2.860 -2.971 -2.776
H -2.486 2.933 -3.341
O 0.162 -1.426 -0.429
O -1.908 -0.348 -0.260
H 0.686 1.245 4.027
H -0.707 -5.225 0.247
H 2.348 -2.059 0.313
C -2.136 -1.627 -0.444
H 2.246 -5.321 -1.273
O 3.011 0.482 -1.384
H -1.194 2.162 -3.082
H -3.351 0.417 1.342
H 2.201 0.904 -1.062
H 3.700 1.142 -1.241
H -0.572 5.984 1.175
O -4.567 -4.274 -2.227
H 2.831 -1.919 -1.671
O 3.010 4.171 1.293
H 1.098 3.889 3.612
O 0.236 5.460 1.153
O 0.391 2.619 1.765
H -0.599 5.080 -2.368
H 0.541 4.515 4.893
H -3.956 -3.581 -1.941
O -3.633 -0.101 2.102
O 0.454 4.537 3.935
H -5.386 -4.072 -1.764
C -0.765 -2.340 -0.631
H 2.815 1.519 2.913
H -3.096 -0.895 2.064
O 0.829 2.999 -1.066
H 0.056 4.705 1.736
O -1.532 2.988 -3.456
C 0.226 1.781 0.923
H 0.992 -4.648 -1.811
O -0.475 -6.154 0.140
H -1.068 -2.808 -3.418
O 3.245 -2.753 -1.919
H 3.292 -0.862 0.233
C 0.413 1.987 -0.577
H -4.173 -5.085 0.834
O -0.035 0.928 -1.208
H 2.093 4.432 1.125
O -4.235 -4.339 1.441
O -3.188 -2.182 -0.563
H 3.543 4.886 0.933
H -0.430 5.179 -0.851
B -0.443 -0.130 -0.218
O 1.618 -5.356 -2.001
O -0.611 -3.510 -0.830
O -1.022 -2.002 -3.948
H 1.700 1.779 5.045
O -0.613 5.712 -1.637
H -3.428 -3.838 1.286
H -1.539 -2.203 -4.735
O 3.152 -1.700 0.698
O 3.516 1.588 2.244
H 3.397 2.471 1.852
H -0.983 -6.441 -0.625
O 1.599 1.141 4.330
O -0.132 0.537 1.099
```

The value obtained for the maximum force is 0.03598 hartree/bohr. Its LUMO energy is 1.79 eV. Its charge is -1. The calculation puts the energy above the lowest of the compared OMol25 structures with the same formula, charge and spin at 31.0 kcal/mol. Its HOMO-LUMO gap is 9.82 eV. Its total energy is -2002.597540 a.u.

---

(7)
Formula: C27H20CuF3N7O8S2
Source: the Open Molecules 2025 dataset
Level of theory: ωB97M-V with the def2-TZVPD basis set

Structure (XYZ):
```
68
C27H20CuF3N7O8S2 (ωB97M-V with the def2-TZVPD basis set)
C 3.150 -2.615 -4.118
C 3.482 -3.565 -5.100
C 1.831 3.887 0.810
F 0.839 3.850 -3.398
H -5.666 0.700 0.784
C 1.450 -4.595 -4.920
H 3.816 -1.832 -3.810
H 4.435 4.600 2.866
C 2.195 2.129 2.385
H -6.338 0.682 2.429
C 1.355 -1.876 -2.472
H -2.043 -2.953 2.096
C -1.184 -2.566 2.622
S -0.614 -4.887 -6.962
C -0.673 -1.320 2.306
C -4.325 1.790 3.480
H 3.125 5.556 0.904
C 2.871 4.610 1.335
H 0.949 -3.440 5.104
H 3.805 2.436 3.698
C -1.969 2.252 3.207
H -3.201 2.997 4.863
F 0.474 1.777 -3.837
O -1.129 3.117 -0.801
N -2.004 1.586 2.009
C 1.639 -0.208 -0.766
N 1.900 0.872 2.997
H 1.212 4.238 -0.005
C 1.427 2.634 1.312
N 0.858 0.424 2.595
H 3.269 -1.044 -1.800
N 2.671 -4.530 -5.499
C -3.121 0.955 1.572
Cu -0.216 1.715 0.891
N 1.059 -3.726 -3.946
O -1.938 3.843 -2.985
C 0.374 2.704 -2.887
H -5.326 -0.671 1.840
C -0.480 -0.920 -1.214
N 0.333 -0.117 -0.503
O -1.866 1.415 -2.380
H -0.684 -2.393 -2.772
H 4.460 -3.516 -5.578
H 2.289 0.429 -0.185
O 0.608 -5.463 -5.314
O -3.184 0.198 0.608
C 1.894 -2.788 -3.546
C -5.494 0.411 1.818
C 1.007 -1.600 4.002
C 0.420 -0.850 2.995
C -0.005 -1.781 -2.197
C 0.490 -2.863 4.312
C -0.633 -3.326 3.635
C 3.253 2.861 2.890
F 1.181 2.405 -1.874
C 3.599 4.113 2.392
C 2.176 -1.052 -1.712
C -3.231 2.407 3.948
O 0.236 -4.958 -8.138
H -1.063 -4.289 3.929
S -1.365 2.760 -2.209
O -0.939 2.769 3.614
H 1.864 -1.216 4.533
H -1.538 -0.874 -0.984
O -1.048 -3.542 -6.657
N -4.317 1.105 2.298
H -5.289 1.865 3.954
H -1.112 -0.714 1.534
```

The value obtained for the maximum force is 0.05432 hartree/bohr. Its LUMO energy (spin up / spin down) is 3.67 / 3.70 eV. Its charge is -2. The calculation puts the energy above the lowest of the compared OMol25 structures with the same formula, charge and spin at 3.2 kcal/mol. Its HOMO-LUMO gap (spin up / spin down) is 7.17 / 7.20 eV. As for the multiplicity: 2. Its total energy is -4762.701513 a.u. Its expectation value of S² is 0.7528.